No. 1
This record from OMol25 describes a structure of composition C30H45AsN5O2Pd. The level of theory is the ωB97M-V functional and the def2-TZVPD basis.

Output
- Total charge: -1
- Relative energy (zero: lowest compared OMol25 entry of this formula, charge and spin): 21.0 kcal/mol
- HOMO level: -3.25 eV

```
84
Properties=species:S:1:pos:R:3:forces:R:3
H -2.9035 1.1436 0.3847 -0.01 0.01 0.00
C 1.6717 4.3918 -1.0267 0.01 -0.01 0.02
C 2.4318 6.6696 -0.7399 -0.01 0.02 0.00
H 2.5844 2.8137 2.9910 -0.01 -0.02 0.01
H 1.8454 1.3756 2.3079 0.05 -0.05 0.04
H 1.0575 -1.4015 1.8580 0.06 0.03 0.06
C -0.4473 4.5575 1.3851 -0.01 0.03 0.04
H 5.3821 1.3407 2.7360 -0.01 0.00 0.00
C 1.0856 4.7766 -2.2410 0.00 0.01 -0.02
H 1.5386 9.1712 -1.7181 0.00 0.00 0.00
C -3.0840 0.7039 -0.6004 0.00 0.01 0.00
H -4.2277 -0.6050 1.6689 -0.01 0.00 -0.01
C 0.2907 3.8146 -3.0933 -0.03 0.02 0.04
H 3.9283 4.6530 1.0109 -0.01 0.00 0.01
C 2.9238 5.0739 1.0915 0.00 0.01 -0.02
H -1.8220 0.2616 -2.1737 0.01 0.00 0.00
H -1.3307 -2.0266 -0.3716 -0.02 0.01 0.02
C 1.8703 7.0549 -1.9500 0.00 0.00 0.00
H 4.3494 -0.4797 -0.0592 0.00 0.01 0.00
H -1.1301 6.4576 2.0716 0.00 0.00 0.00
C -1.1832 5.0001 3.6469 0.00 0.00 0.02
H -3.6581 -1.2454 -1.2626 -0.03 0.00 -0.01
H -3.6316 1.4584 -1.1828 0.00 0.00 0.00
N 2.3475 -2.2034 0.5537 0.04 -0.06 -0.01
H 0.8129 2.8706 -3.2425 0.01 0.00 -0.03
H 8.1411 1.3754 0.1782 0.00 0.00 0.00
H 0.0744 4.2578 -4.0663 -0.01 0.01 0.00
H -4.9981 -0.3115 -0.6238 0.00 0.02 0.00
C -3.9438 -0.5560 -0.4611 0.03 -0.01 0.00
H -0.2942 1.7403 3.2327 0.00 0.01 0.00
C 2.0471 -1.7534 -0.7017 0.01 0.13 0.01
C 1.1917 6.0955 -2.6824 0.03 -0.02 -0.03
C -0.1661 3.2073 1.6848 0.01 -0.04 -0.03
C 3.7601 1.8747 1.4527 -0.01 -0.05 0.02
C 5.1016 1.6085 1.7207 0.01 0.00 -0.01
H 3.2266 1.2273 3.4254 0.00 0.01 0.01
H 2.9808 5.9912 1.6798 0.00 0.01 0.00
C 7.5316 1.4256 1.0811 -0.01 0.00 0.00
O 0.9320 -1.7594 -1.1653 0.00 -0.05 -0.01
C -0.9515 3.6626 3.9532 0.00 0.01 0.00
H 3.0284 8.7668 -2.5624 0.00 0.00 0.00
H 3.2334 -1.9756 0.9660 0.01 -0.01 -0.01
H 2.3049 4.3649 1.6373 0.01 0.02 -0.01
N -1.6945 -2.5667 0.4111 0.05 -0.02 -0.03
H 1.4769 8.6070 -3.3900 0.00 0.00 0.00
H 6.4334 2.0730 -1.3293 0.00 0.00 0.00
C 2.7999 1.8121 2.6081 -0.01 0.06 0.00
C 1.9835 8.4764 -2.4335 0.00 -0.01 0.00
Pd 0.2150 0.1503 0.9587 0.02 0.07 -0.07
C 6.0870 1.6882 0.7459 0.00 0.01 0.00
H 3.2013 1.9339 -2.6523 0.00 0.00 0.00
H 7.6476 0.4842 1.6219 0.00 0.00 0.00
C 4.3531 2.2603 -0.8546 0.02 0.00 -0.02
H 0.7302 6.3735 -3.6255 0.00 0.01 0.00
H 5.0124 -0.7892 -1.6658 -0.01 0.00 0.01
H -1.0899 1.0876 -0.9461 0.02 -0.02 0.00
C 2.3379 5.3660 -0.2646 0.00 0.00 0.01
H 4.8972 2.3593 -2.9290 0.00 0.00 0.00
H 2.9422 7.4123 -0.1326 0.00 0.00 0.00
H -0.6619 3.5722 -2.6137 0.02 -0.03 0.00
C 5.6899 2.0186 -0.5389 -0.01 0.01 0.01
H 3.7321 3.5966 -2.4422 -0.01 0.00 0.00
H -1.5664 5.6844 4.3936 0.00 0.00 0.00
N 0.2817 2.2887 0.7680 0.00 0.01 0.04
C -0.4597 2.7881 3.0010 -0.01 -0.01 0.00
C 4.0281 2.5554 -2.2997 -0.01 0.00 0.02
H -1.1574 3.2941 4.9527 0.00 0.00 0.00
H 0.5057 -2.7451 1.0515 0.02 -0.01 -0.01
H 4.7925 -2.1533 -0.5505 -0.01 0.00 0.00
N 1.3260 -2.3512 1.5152 -0.10 0.00 -0.03
H -0.2969 4.9162 0.3763 0.00 0.00 0.00
C -2.4228 -1.6921 1.3235 -0.01 -0.01 0.04
C 3.3658 2.2142 0.1460 0.01 -0.02 -0.05
C 4.3789 -1.1965 -0.8829 -0.01 0.00 0.00
H -4.4724 -2.1510 0.8756 0.00 0.00 0.00
C -0.9314 5.4274 2.3489 0.00 -0.01 -0.02
As 1.4949 2.4373 -0.5585 -0.04 -0.02 0.02
H -2.5158 -2.1930 2.2933 0.01 -0.01 0.00
N -1.7817 0.3779 -1.1689 -0.04 -0.03 0.02
C -3.8265 -1.2632 0.8892 0.02 0.00 0.02
O 3.0937 -1.3668 -1.4702 -0.01 -0.05 0.00
H 7.9384 2.2166 1.7154 0.00 0.00 0.00
H -1.7873 -0.8105 1.5044 -0.05 0.03 -0.07
H -2.2923 -3.2975 0.0425 -0.01 0.00 0.00
```
Positions in Å, forces in eV/Å.

Atom charges from the Löwdin analysis, given in e for atoms 1 to 5: H 0.1070; C -0.2954; C -0.0252; H 0.0752; H 0.0046

***

No. 2
This record from OMol25 describes a structure of composition C30H45BrN2P2ReS at a distorted geometry. The level of theory is the ωB97M-V functional and the def2-TZVPD basis.

Output
- Total charge: +4
- Spin multiplicity: 4
- Relative energy (zero: lowest compared OMol25 entry of this formula, charge and spin): 84.4 kcal/mol
- HOMO level (alpha / beta): -18.61 / -18.61 eV

```
82
Properties=species:S:1:pos:R:3:forces:R:3
H -3.1219 -1.2334 -1.7113 0.01 0.05 -0.06
H 2.3820 4.4499 0.4532 -0.25 0.08 0.24
H 0.3576 -7.7417 -0.8562 -0.29 0.47 -0.04
H 1.1134 -3.4706 -4.1230 0.09 0.19 0.21
C -1.4759 -2.5489 0.8655 0.14 -1.96 2.46
H -1.5363 0.7415 -3.4966 -0.03 -0.18 0.20
H -2.8736 1.8294 1.1131 -0.13 0.32 0.12
H -1.9662 1.9479 -0.3620 -0.01 0.37 0.27
H -2.2589 -0.0687 1.3643 0.34 -0.03 -0.32
H 1.7615 4.6104 2.1132 -0.06 0.03 -0.16
H -1.8840 2.8172 3.5721 -0.01 0.14 -0.17
H -3.0314 -1.2102 -3.4857 -0.02 0.16 0.25
H 5.1826 1.6823 -1.2557 0.27 -0.12 0.00
Br 1.2535 1.3171 4.6762 0.11 0.47 0.54
H 4.3489 1.7665 3.0080 0.16 -0.15 -0.43
C 0.8144 3.0536 0.9244 0.62 -0.11 -0.78
C 4.7294 1.3084 -0.3494 -0.53 -0.57 0.02
H -3.0476 4.8728 2.6555 0.16 -0.03 0.31
C -1.3015 3.6329 3.1065 0.04 -0.24 0.54
H 1.1850 -1.5836 4.5953 -0.12 -0.18 0.26
C -3.1468 3.7424 0.0804 -0.36 0.16 -0.33
C -2.2262 -5.9073 -1.7213 0.19 0.42 0.12
C 4.2286 1.3370 2.0074 0.67 0.36 -0.25
H -2.3580 5.0779 4.2697 0.06 -0.06 -0.24
C 1.1379 0.9761 -3.9338 0.02 0.10 -0.27
C -0.1960 -2.0089 -3.2667 -0.19 -0.35 0.37
Re -0.2240 -1.2183 0.1858 2.91 2.54 -2.23
H 2.0773 -0.0158 -2.2362 -0.53 -0.03 -0.22
H 0.8510 2.7261 -0.1289 -0.16 0.10 0.27
C 0.1942 -5.5899 -0.5010 -0.12 -0.05 0.16
H -3.1711 -6.1038 -2.2380 0.29 0.23 0.20
C -1.0840 -1.7623 2.0495 -1.62 -0.84 2.62
C -0.2084 -2.1949 3.0906 0.02 0.19 -1.06
H 1.9798 -2.1911 -3.2362 -0.11 -0.16 -0.14
C -3.0111 -0.5816 -2.5870 -0.28 -0.08 -0.07
C 0.4398 -1.2677 3.8788 -0.37 0.28 0.44
H 0.8230 5.2519 0.7486 0.21 -0.24 0.02
H -0.6693 1.6100 2.3790 0.05 -1.57 1.19
H 0.2168 1.5132 -4.1959 0.34 -0.13 0.04
C -0.2557 -6.8355 -0.9622 -0.12 0.40 -0.19
H -2.4949 -2.8251 0.6969 -0.69 0.31 -0.68
C 0.1897 0.1314 3.7543 0.24 -1.22 -1.79
H -0.3648 -1.5521 -4.2525 0.02 0.21 0.28
C -1.7470 0.2734 -2.5256 -0.17 0.35 0.35
H -3.5007 4.3316 0.9298 0.04 -0.29 -0.24
H 1.0794 1.3431 -1.7911 -0.05 -0.04 -0.10
H 0.3810 -3.7079 1.0676 0.04 0.74 -0.26
C -1.8869 -4.6147 -1.2593 -0.16 -0.59 -0.07
H -3.8901 0.0741 -2.6110 0.18 -0.22 -0.10
H 3.8093 -0.2207 -1.3857 0.10 0.10 0.02
H -2.6118 -3.7992 -1.3967 0.37 -0.35 0.14
H 5.4907 2.7817 1.0035 0.04 -0.18 -0.10
H -4.0271 3.3646 -0.4590 0.25 0.18 0.14
C 1.4745 4.4300 1.0733 0.12 0.37 -0.01
H -1.0684 -2.6492 -3.0695 0.19 0.16 -0.02
C 4.8805 1.8912 0.8897 -0.29 0.19 0.69
C 3.4181 0.2289 1.8376 -0.83 -0.60 0.28
C -0.6704 -4.4790 -0.5714 0.15 0.37 -0.12
C 1.0835 -2.8225 -3.2377 0.22 -0.31 0.03
P -0.2434 -0.6315 -2.0392 -0.08 0.54 -3.35
H -0.3903 3.6724 3.7290 -0.10 0.10 -0.48
H 1.1137 -3.4775 -2.3596 0.06 0.13 -0.16
S 2.0559 -1.5734 0.2516 0.61 -1.53 -0.03
H -1.5737 5.8104 2.8701 0.06 -0.22 0.03
P -0.8749 2.9332 1.4799 -0.30 2.92 0.43
N 3.8985 0.2391 -0.4853 -0.33 0.65 1.05
H 1.1761 -5.5319 -0.0257 -0.31 0.08 -0.03
H 1.2816 0.1536 -4.6495 -0.05 0.24 0.26
H -2.6015 4.4227 -0.5825 -0.04 -0.21 0.08
H 1.9721 1.6806 -4.0687 -0.27 -0.23 0.01
C -1.3154 -0.3758 1.8337 -0.09 0.45 2.39
C -0.6074 0.5328 2.7010 -0.47 -0.92 0.09
H -0.0048 -3.2664 3.1714 0.04 0.39 0.14
C 3.1497 -0.2361 0.5659 0.67 0.33 -0.99
H 2.9643 -0.3268 2.6724 0.16 0.64 -0.37
C 1.1288 0.4876 -2.4797 0.54 0.28 0.14
C -2.2917 2.5367 0.5088 -0.49 -0.27 -0.90
C -0.3614 -3.3095 0.3588 -0.63 -3.17 -0.16
H 1.3850 2.3074 1.5028 -0.16 0.09 -0.07
C -2.1096 4.9207 3.2130 -0.20 0.60 -0.06
H -1.8745 1.0973 -1.8120 0.01 -0.16 -0.36
N -1.4506 -6.9757 -1.5395 0.21 0.11 0.01
```
Positions in Å, forces in eV/Å.

Atom charges from the Löwdin analysis, given in e for atoms 1 to 5: H 0.0576; H 0.0900; H 0.1408; H 0.1121; C -0.2547